# C15H15FN8O7S2

A single C15H15FN8O7S2 molecule in a non-equilibrium geometry (ωB97M-V/def2-TZVPD, the Open Molecules 2025 dataset).

Results
- gap between HOMO and LUMO (eV) = 7.25
- 2S+1 = 1
- net charge = 0
- total energy (a.u.) = -2441.39273
- E_LUMO (eV) = -1.65
- structure (SMILES) = Nc1ncnc2c1c(Sc1ccc([N+](=O)[O-])cn1)nn2[C@@H]1O[C@H](COS(N)(=O)=O)[C@@H](O)[C@@H]1F
- ΔE to the lowest compared entry with this formula, charge and spin (kcal/mol) = 0.0

Positions of all 48 atoms, in Å:
O -4.877 -4.280 2.004
O -1.041 2.643 -4.110
O -2.155 2.401 -1.931
O -2.891 -5.103 2.495
F 1.427 -2.268 0.038
N 0.321 0.365 0.199
N -1.341 -1.345 2.868
N 2.880 3.334 2.475
N 3.518 1.718 0.806
O 2.168 0.140 -2.396
O 0.896 -3.101 -2.805
O -0.887 0.347 -2.895
S -1.337 1.304 2.213
C 0.114 1.090 1.265
C 3.765 2.706 1.685
C -1.894 -2.534 2.867
C -2.109 -0.336 2.446
C 1.706 2.796 2.454
C 2.223 1.328 0.753
C -3.451 -0.471 2.054
C -4.007 -1.698 2.066
C 1.306 1.807 1.615
C -3.250 -2.804 2.404
N 0.888 3.584 3.149
N 1.621 0.520 -0.131
N 0.247 2.417 -2.236
N -3.683 -4.122 2.331
C 0.119 -0.020 -3.824
C 1.871 -1.780 -1.136
C 2.373 -0.359 -1.102
C 1.238 -0.719 -3.072
C 0.813 -1.862 -2.143
S -1.155 1.994 -2.877
H 0.453 -3.849 -2.361
H 4.808 3.034 1.611
H -1.315 -3.365 3.221
H -4.054 0.375 1.843
H -5.081 -1.644 1.819
H 1.231 4.396 3.489
H -0.091 3.286 3.141
H 0.323 3.430 -2.416
H 0.103 2.166 -1.275
H -0.296 -0.790 -4.483
H 0.635 0.833 -4.271
H 2.740 -2.429 -1.525
H 3.432 -0.240 -0.793
H 1.780 -1.244 -3.888
H -0.083 -1.649 -1.638